[1]
ORCA calculation (wB97M-V/def2-TZVPD) on a 2-piece molecular cluster, C10H16 overall in a non-equilibrium geometry.

## Properties
- HOMO energy: -9.0907 eV
- Spin multiplicity: 1
- Total charge: 0
- Max |F|: 1.5 eV/A
- Molar mass: 136.238 g/mol

Geometry (Å):
1 C -0.533 -2.030 1.581
2 C 0.154 -1.749 0.280
3 C 1.535 -1.670 0.146
4 C 2.160 -1.427 -1.061
5 C 1.396 -1.279 -2.214
6 C 0.023 -1.285 -2.071
7 C -0.615 -1.514 -0.858
8 H -0.545 -1.212 2.304
9 H -0.048 -2.868 2.089
10 H -1.561 -2.365 1.448
11 H 2.073 -1.785 1.082
12 H 3.242 -1.453 -1.020
13 H 1.938 -1.174 -3.141
14 H -0.601 -1.171 -2.951
15 H -1.686 -1.403 -0.924
16 C -1.809 2.666 0.191
17 C -0.745 1.576 0.418
18 C 0.599 2.199 0.817
19 H -1.358 3.426 -0.447
20 H -2.153 3.152 1.101
21 H -2.628 2.220 -0.372
22 H -1.083 0.933 1.204
23 H -0.623 1.066 -0.532
24 H 0.423 3.162 1.253
25 H 1.099 1.686 1.647
26 H 1.344 2.300 0.030

Results of the Löwdin charge analysis, in e, for atoms 1 through 8: number 1, C, carries -0.06; number 2, C, carries -0.29; number 3, C, carries -0.06; number 4, C, carries -0.09; number 5, C, carries -0.09; number 6, C, carries -0.11; number 7, C, carries -0.08; number 8, H, carries 0.07



[2]
ORCA calculation (wB97M-V/def2-TZVPD) on a 5-piece molecular cluster, C35H70ClO19PS2 overall in a non-equilibrium geometry.

## Properties
- HOMO energy: -9.1550 eV
- Spin multiplicity: 1
- Total charge: 0
- Max |F|: 6.7 eV/A
- Molar mass: 925.487 g/mol

Geometry (Å):
1 C 8.477 -3.052 -1.500
2 C 7.750 -2.441 -2.838
3 C 7.751 -0.805 -2.943
4 C 7.464 -0.023 -1.523
5 C 6.147 0.979 -1.718
6 C 6.375 2.134 -2.864
7 C 5.269 1.849 -4.079
8 C 3.902 2.791 -3.901
9 C 2.638 1.705 -3.842
10 C 1.250 2.496 -3.454
11 C -0.081 1.551 -3.818
12 C -1.042 1.255 -2.524
13 C -0.539 0.043 -1.543
14 C 0.266 -1.173 -2.292
15 C 0.259 -2.500 -1.298
16 C 1.576 -3.462 -1.453
17 P 2.773 -2.664 -0.140
18 O 2.125 -2.779 1.501
19 O 2.971 -0.926 -0.436
20 S 4.572 -3.421 -0.181
21 O 2.330 -3.179 -2.718
22 S 3.107 -4.575 -3.321
23 O 2.701 -5.078 -4.727
24 O 4.653 -4.472 -3.409
25 O 2.737 -5.552 -1.943
26 C 1.433 -5.092 -1.360
27 Cl 1.602 -5.807 0.383
28 C 0.067 -5.839 -1.871
29 C 0.201 -6.620 -3.311
30 O -0.484 -5.817 -4.340
31 H 9.595 -2.695 -1.367
32 H 8.489 -4.239 -1.621
33 H 7.841 -2.837 -0.540
34 H 6.653 -2.850 -2.944
35 H 8.355 -2.862 -3.772
36 H 6.861 -0.506 -3.680
37 H 8.733 -0.400 -3.485
38 H 7.194 -0.732 -0.630
39 H 8.401 0.653 -1.308
40 H 5.955 1.462 -0.668
41 H 5.228 0.261 -1.936
42 H 7.429 2.016 -3.359
43 H 6.239 3.202 -2.395
44 H 5.779 2.122 -5.110
45 H 4.938 0.714 -4.082
46 H 3.828 3.455 -4.876
47 H 3.961 3.478 -2.951
48 H 2.497 1.284 -4.949
49 H 2.800 0.859 -3.051
50 H 1.218 3.460 -4.157
51 H 1.223 2.909 -2.354
52 H 0.224 0.607 -4.440
53 H -0.725 2.230 -4.559
54 H -1.023 2.248 -1.861
55 H -2.148 1.138 -2.891
56 H 0.101 0.378 -0.621
57 H -1.528 -0.447 -1.087
58 H -0.186 -1.481 -3.331
59 H 1.366 -0.763 -2.504
60 H -0.772 -3.038 -1.422
61 H 0.265 -2.059 -0.189
62 H 2.802 -2.367 2.114
63 H 3.596 -0.534 0.243
64 H -0.881 -5.151 -1.945
65 H -0.211 -6.680 -1.070
66 H 1.284 -6.960 -3.591
67 H -0.436 -7.624 -3.205
68 H 0.109 -5.615 -5.121
69 C 1.727 -5.448 3.626
70 C 1.385 -6.446 4.719
71 O 2.336 -6.379 5.789
72 C 2.188 -5.336 6.641
73 O 1.327 -4.471 6.578
74 O 3.182 -5.398 7.563
75 C 3.203 -4.293 8.465
76 H 2.759 -5.584 3.289
77 H 1.054 -5.564 2.772
78 H 1.646 -4.418 3.989
79 H 1.438 -7.461 4.311
80 H 0.366 -6.302 5.096
81 H 2.228 -4.153 8.945
82 H 3.506 -3.387 7.934
83 H 3.941 -4.504 9.243
84 C -0.707 -2.162 4.241
85 C 0.052 -1.303 5.238
86 O 0.499 -0.086 4.630
87 C -0.446 0.871 4.467
88 O -1.620 0.786 4.794
89 O 0.128 1.933 3.848
90 C -0.787 2.977 3.523
91 H -0.106 -2.330 3.342
92 H -0.969 -3.128 4.681
93 H -1.631 -1.671 3.917
94 H 0.947 -1.840 5.569
95 H -0.548 -1.094 6.132
96 H -1.357 3.294 4.402
97 H -1.459 2.646 2.725
98 H -0.211 3.832 3.159
99 C -6.200 4.553 0.234
100 C -6.526 3.138 -0.214
101 O -5.659 2.188 0.417
102 C -5.955 1.890 1.705
103 O -6.882 2.349 2.356
104 O -5.024 1.015 2.161
105 C -5.160 0.695 3.545
106 H -5.140 4.772 0.075
107 H -6.801 5.282 -0.317
108 H -6.395 4.686 1.302
109 H -6.358 3.053 -1.293
110 H -7.578 2.887 -0.032
111 H -6.173 0.349 3.775
112 H -4.902 1.566 4.154
113 H -4.460 -0.112 3.777
114 C -10.130 10.395 -2.082
115 C -10.457 8.981 -2.530
116 O -9.590 8.031 -1.899
117 C -9.885 7.732 -0.611
118 O -10.812 8.191 0.040
119 O -8.954 6.857 -0.155
120 C -9.090 6.538 1.229
121 H -9.070 10.614 -2.241
122 H -10.731 11.124 -2.633
123 H -10.325 10.528 -1.014
124 H -10.288 8.896 -3.609
125 H -11.508 8.729 -2.348
126 H -10.103 6.191 1.459
127 H -8.832 7.409 1.838
128 H -8.390 5.731 1.461

Results of the Löwdin charge analysis, in e, for atoms 1 through 8: number 1, C, carries -0.16; number 2, C, carries -0.25; number 3, C, carries -0.22; number 4, C, carries -0.20; number 5, C, carries -0.23; number 6, C, carries -0.20; number 7, C, carries -0.22; number 8, C, carries -0.20



[3]
ORCA calculation (wB97M-V/def2-TZVPD) on C6H13BaO3 as an isolated structure in a non-equilibrium geometry.

## Properties
- HOMO energy (spin up / spin down): -10.8514 / -9.7545 eV
- Spin multiplicity: 1
- Total charge: +1
- Max |F|: 3.0 eV/A
- Molar mass: 270.495 g/mol

Geometry (Å):
1 C -0.502 1.770 2.697
2 O -0.675 1.028 1.503
3 C -0.368 1.680 0.264
4 C -0.823 0.746 -0.835
5 O -0.118 0.910 -2.036
6 C -0.244 -0.321 -2.731
7 C 0.394 -1.342 -1.804
8 O 0.148 -0.825 -0.492
9 H -0.743 1.093 3.524
10 H 0.552 2.075 2.763
11 H -1.199 2.619 2.701
12 H 0.721 1.834 0.225
13 H -1.005 2.576 0.251
14 H -1.830 1.095 -1.142
15 H 0.341 -0.244 -3.654
16 H -1.296 -0.603 -2.901
17 H 1.488 -1.265 -1.754
18 H 0.157 -2.375 -2.080
19 Ba -1.274 -1.191 1.260
20 C 1.313 -2.178 0.957
21 H 2.107 -1.416 0.954
22 H 1.412 -2.576 1.980
23 H 1.443 -3.089 0.350

Results of the Löwdin charge analysis, in e, for atoms 1 through 8: number 1, C, carries -0.06; number 2, O, carries -0.59; number 3, C, carries -0.15; number 4, C, carries -0.27; number 5, O, carries -0.09; number 6, C, carries -0.15; number 7, C, carries -0.20; number 8, O, carries -0.59



[4]
ORCA calculation (wB97M-V/def2-TZVPD) on an isolated molecule of C2H9N5 in a non-equilibrium geometry.

## Properties
- HOMO energy: -8.4899 eV
- Spin multiplicity: 1
- Total charge: 0
- Max |F|: 3.5 eV/A
- Molar mass: 103.129 g/mol

Geometry (Å):
1 C 2.225 0.950 0.098
2 N 0.904 0.977 -0.605
3 C -0.108 0.155 -0.214
4 N 0.202 -0.588 0.749
5 N -0.697 -1.696 1.022
6 N -1.292 0.356 -0.930
7 N -2.550 -0.204 -0.550
8 H 2.964 1.473 -0.577
9 H 2.626 -0.106 0.173
10 H 2.162 1.551 1.074
11 H 0.682 1.943 -0.767
12 H -0.301 -2.136 1.882
13 H -0.360 -2.399 0.369
14 H -1.108 0.067 -1.895
15 H -3.055 0.568 -0.113
16 H -2.293 -0.910 0.284

Results of the Löwdin charge analysis, in e, for atoms 1 through 8: number 1, C, carries -0.11; number 2, N, carries -0.04; number 3, C, carries -0.51; number 4, N, carries 0.00; number 5, N, carries -0.04; number 6, N, carries -0.06; number 7, N, carries -0.03; number 8, H, carries 0.08



[5]
ORCA calculation (wB97M-V/def2-TZVPD) on C15H21N3O3S2 as an isolated structure in a non-equilibrium geometry.

## Properties
- HOMO energy: -9.1010 eV
- Spin multiplicity: 1
- Total charge: 0
- Max |F|: 1.3 eV/A
- Molar mass: 355.485 g/mol

Geometry (Å):
1 C -4.420 -1.685 -1.985
2 C -3.615 -0.396 -1.904
3 C -2.772 -0.354 -0.627
4 N -2.012 0.880 -0.511
5 C -0.796 0.918 -1.093
6 O -0.333 -0.057 -1.665
7 C -0.022 2.229 -1.026
8 C 1.394 2.026 -1.516
9 H 1.892 2.960 -1.761
10 H 1.446 1.333 -2.352
11 S 2.405 1.296 -0.179
12 O 2.007 1.894 1.067
13 O 3.786 1.435 -0.567
14 C 2.047 -0.463 -0.159
15 C 2.807 -1.299 -0.925
16 C 2.562 -2.686 -0.970
17 C 1.552 -3.255 -0.245
18 C 0.756 -2.421 0.557
19 N -0.275 -2.769 1.328
20 S -0.857 -1.450 2.030
21 N 0.149 -0.369 1.403
22 C 1.005 -1.000 0.606
23 H 1.347 -4.314 -0.274
24 H 3.188 -3.303 -1.596
25 H 3.614 -0.867 -1.496
26 H -0.534 2.973 -1.643
27 H 0.027 2.583 0.003
28 C -2.696 1.987 0.125
29 H -2.254 2.931 -0.192
30 H -3.732 1.971 -0.230
31 C -2.701 1.915 1.659
32 C -1.393 2.362 2.301
33 H -0.563 1.731 1.996
34 H -1.170 3.393 2.035
35 H -1.478 2.308 3.383
36 H -2.925 0.894 1.972
37 H -3.511 2.555 2.016
38 H -2.063 -1.185 -0.652
39 H -3.412 -0.458 0.251
40 H -4.292 0.462 -1.927
41 H -2.945 -0.322 -2.762
42 H -3.757 -2.546 -1.977
43 H -5.100 -1.767 -1.139
44 H -5.006 -1.710 -2.900

Results of the Löwdin charge analysis, in e, for atoms 1 through 8: number 1, C, carries -0.10; number 2, C, carries -0.23; number 3, C, carries -0.19; number 4, N, carries -0.05; number 5, C, carries -0.46; number 6, O, carries 0.05; number 7, C, carries -0.12; number 8, C, carries -0.19



[6]
ORCA calculation (wB97M-V/def2-TZVPD) on an isolated molecule of C4H6ClFS in a non-equilibrium geometry.

## Properties
- HOMO energy: -8.7404 eV
- Spin multiplicity: 1
- Total charge: 0
- Max |F|: 6.9 eV/A
- Molar mass: 140.610 g/mol

Geometry (Å):
1 C -0.224 2.425 -0.188
2 C -0.103 0.796 -0.011
3 F 0.092 0.666 1.215
4 C 0.914 -0.033 -0.675
5 S 2.235 -0.765 -0.018
6 C -1.472 0.272 -0.550
7 Cl -1.612 -1.372 0.115
8 H 0.350 2.512 -1.195
9 H -1.472 2.785 -0.248
10 H 0.505 3.074 0.641
11 H 1.022 -0.552 -1.711
12 H -1.864 0.330 -1.549
13 H -2.411 0.666 0.017

Results of the Löwdin charge analysis, in e, for atoms 1 through 8: number 1, C, carries -0.02; number 2, C, carries -0.82; number 3, F, carries 0.05; number 4, C, carries -0.60; number 5, S, carries 0.71; number 6, C, carries -0.52; number 7, Cl, carries 0.60; number 8, H, carries 0.07



[7]
ORCA calculation (wB97M-V/def2-TZVPD) on an isolated molecule of C19H24N4O3.

## Properties
- HOMO energy: -8.3079 eV
- Spin multiplicity: 1
- Total charge: 0
- Max |F|: 0.2 eV/A
- Molar mass: 356.426 g/mol

Geometry (Å):
1 C -3.773 -3.514 3.852
2 C -2.595 -2.660 3.720
3 C -1.627 -1.961 3.611
4 C -0.464 -1.089 3.431
5 C -0.728 0.034 2.420
6 N -1.149 -0.535 1.160
7 C -1.450 0.235 0.085
8 O -1.279 1.450 0.063
9 C -1.972 -0.504 -1.074
10 N -2.148 -1.858 -1.081
11 C -2.588 -2.171 -2.270
12 N -2.744 -1.057 -3.051
13 C -3.187 -0.927 -4.349
14 C -3.242 0.300 -4.903
15 C -2.850 1.453 -4.150
16 C -2.414 1.329 -2.873
17 C -2.345 0.035 -2.292
18 C 0.546 0.876 2.308
19 O 0.739 1.780 3.099
20 N 1.433 0.478 1.363
21 C 2.471 1.391 0.885
22 C 1.827 2.304 -0.155
23 O 1.386 1.502 -1.248
24 C 3.653 0.592 0.355
25 C 4.790 1.454 -0.179
26 C 6.004 0.620 -0.568
27 H -4.682 -2.914 3.869
28 H -3.838 -4.212 3.018
29 H -3.728 -4.090 4.777
30 H -0.184 -0.632 4.380
31 H 0.389 -1.685 3.093
32 H -1.489 0.712 2.811
33 H -1.444 -1.503 1.133
34 H -2.827 -3.160 -2.626
35 H -3.467 -1.838 -4.856
36 H -3.586 0.401 -5.921
37 H -2.909 2.430 -4.609
38 H -2.128 2.177 -2.269
39 H 1.063 -0.132 0.650
40 H 2.781 2.004 1.733
41 H 0.977 2.796 0.320
42 H 2.521 3.074 -0.503
43 H 0.463 1.724 -1.413
44 H 4.022 -0.044 1.165
45 H 3.305 -0.076 -0.439
46 H 4.446 2.019 -1.048
47 H 5.077 2.191 0.579
48 H 6.810 1.243 -0.958
49 H 6.393 0.069 0.291
50 H 5.743 -0.109 -1.338

Results of the Löwdin charge analysis, in e, for atoms 1 through 8: number 1, C, carries -0.10; number 2, C, carries -0.08; number 3, C, carries -0.04; number 4, C, carries -0.14; number 5, C, carries -0.22; number 6, N, carries 0.11; number 7, C, carries -0.42; number 8, O, carries 0.06